DFT (ωB97M-V/def2-TZVPD) results for a molecular structure, C28H47InNO2P2.

Cartesian coordinates (Å):
In 0.240 2.600 -5.230
C -0.576 -2.180 0.735
C 0.791 -2.401 0.406
C 0.702 -0.839 2.097
C -0.632 -1.217 1.778
C 1.581 -1.602 1.279
C -1.754 -2.876 0.173
H -1.499 -3.422 -0.739
H -2.553 -2.158 -0.057
H -2.167 -3.603 0.889
C -1.838 -0.735 2.460
H -2.736 -1.010 1.896
H -1.803 0.363 2.550
H -1.925 -1.154 3.475
C 1.071 0.153 3.119
H 0.878 -0.229 4.134
H 0.468 1.067 2.986
H 2.133 0.413 3.048
C 3.056 -1.625 1.381
H 3.391 -2.318 2.168
H 3.450 -0.634 1.634
H 3.513 -1.955 0.441
C 1.307 -3.330 -0.618
H 1.525 -4.326 -0.200
H 2.239 -2.950 -1.059
H 0.581 -3.467 -1.430
C -1.745 1.961 -5.656
C -1.990 0.503 -5.338
C -1.168 -0.485 -6.177
C 0.366 -0.474 -6.006
C 1.099 0.845 -6.212
C 0.755 1.840 -7.187
C -0.543 1.827 -7.993
C -1.839 2.195 -7.190
H -1.414 -0.336 -7.242
H 0.768 -1.227 -6.703
H -1.519 -1.508 -5.970
H -2.682 1.640 -7.620
H -2.416 2.613 -5.081
H -3.047 0.290 -5.622
H -2.056 3.262 -7.352
H -0.446 2.594 -8.771
H 1.579 2.367 -7.684
H -0.655 0.874 -8.528
H 0.620 -0.860 -5.005
H 2.161 0.751 -5.949
P -2.493 -0.120 -3.459
P 2.301 2.372 -0.675
C 0.630 2.941 -3.038
C 2.032 3.042 -2.449
H 0.001 2.188 -2.539
H 0.114 3.903 -2.955
H 2.762 2.516 -3.081
H 2.329 4.099 -2.371
C 3.790 3.300 -0.136
H 4.631 2.628 0.060
H 3.517 3.806 0.800
H 4.066 4.054 -0.880
C 3.006 0.745 -1.172
H 3.339 0.751 -2.216
H 2.208 0.000 -1.066
H 3.839 0.462 -0.518
C -4.315 -0.369 -3.483
H -4.545 -1.346 -3.033
H -4.735 -0.315 -4.496
H -4.725 0.437 -2.861
C -1.948 -1.873 -3.374
H -1.412 -1.952 -2.413
H -1.268 -2.178 -4.175
H -2.827 -2.530 -3.354
O -2.650 2.331 -2.206
C -2.327 2.677 -1.052
C -2.667 4.077 -0.517
C -2.115 4.065 0.884
C -1.576 2.640 1.039
O -1.149 2.239 2.129
N -1.645 1.928 -0.131
H -2.197 4.854 -1.130
H -3.752 4.224 -0.528
H -1.295 4.782 1.010
H -2.881 4.266 1.640

The calculation puts the LUMO energy (alpha / beta) at -5.0 / -5.0 eV. For the energy above the lowest of the compared OMol25 structures with the same formula, charge and spin, the calculation gives 4.1 kcal/mol. Its frontier orbital gap (alpha / beta) is 3.8726 / 3.8715 eV. For the total energy, the calculation gives -2172.67738 Eh. As for the charge: +1. The calculation puts the largest force on an atom at 5.8 eV/A. As for the spin multiplicity: 1.

Results of the Mulliken charge analysis, in e, for atoms 1 through 5: 0.750 0.708 0.714 0.690 0.810